(i)
Below is a structure of composition C21H36N2O5, with properties calculated with ωB97M-V with the def2-TZVPD basis set.

orbital gap: 9.714 eV
LUMO level: 0.53 eV
highest occupied orbital energy: -9.182 eV

Cartesian coordinates (Å):
C  -1.941  -1.547  -3.428
C  -0.441  -1.442  -3.511
O  0.053  -2.728  -3.643
C  1.332  -2.857  -4.285
C  2.372  -1.959  -3.642
C  1.203  -2.554  -5.773
C  1.696  -4.312  -4.080
C  0.069  -0.798  -2.233
O  0.359  -1.449  -1.253
N  0.132  0.547  -2.279
C  -0.216  1.484  -3.370
C  0.083  2.783  -2.621
C  1.443  2.416  -1.966
C  0.559  1.413  -1.184
C  -0.533  2.519  -1.205
C  -2.002  2.115  -1.038
N  -2.224  0.845  -0.403
C  -2.077  0.693  0.931
O  -1.741  1.587  1.685
C  -2.292  -0.719  1.431
O  -3.107  -1.493  0.603
C  -4.468  -1.255  0.915
C  -5.343  -1.911  -0.110
C  -5.095  -3.403  -0.222
C  -6.040  -3.998  -1.239
O  -7.390  -3.752  -0.915
C  -7.654  -2.374  -0.866
C  -6.814  -1.673  0.179
H  -2.413  -0.564  -3.308
H  -2.329  -2.013  -4.332
H  -2.198  -2.169  -2.573
H  -0.157  -0.828  -4.377
H  2.418  -2.142  -2.569
H  3.354  -2.158  -4.075
H  2.146  -0.898  -3.801
H  0.390  -3.141  -6.203
H  1.001  -1.495  -5.959
H  2.126  -2.809  -6.297
H  0.939  -4.958  -4.528
H  2.663  -4.539  -4.532
H  1.744  -4.535  -3.014
H  0.443  1.375  -4.232
H  -1.260  1.399  -3.676
H  -0.062  3.715  -3.163
H  2.218  1.988  -2.602
H  1.854  3.216  -1.363
H  0.878  0.868  -0.312
H  -0.296  3.304  -0.500
H  -2.504  2.885  -0.457
H  -2.516  2.073  -2.002
H  -2.342  0.004  -0.946
H  -1.316  -1.202  1.489
H  -2.711  -0.659  2.438
H  -4.687  -1.662  1.916
H  -4.675  -0.172  0.940
H  -5.120  -1.458  -1.085
H  -4.054  -3.604  -0.491
H  -5.266  -3.883  0.750
H  -5.819  -3.596  -2.243
H  -5.934  -5.079  -1.284
H  -7.477  -1.922  -1.857
H  -8.715  -2.278  -0.640
H  -7.075  -2.070  1.167
H  -7.043  -0.599  0.200


(ii)
Below is a structure of composition C21H36N2O5, with properties calculated with ωB97M-V with the def2-TZVPD basis set.

orbital gap: 9.997 eV
LUMO level: 0.55 eV
highest occupied orbital energy: -9.448 eV

Cartesian coordinates (Å):
C  -0.118  1.716  -1.686
C  -1.153  0.740  -1.144
O  -2.123  0.588  -2.148
C  -2.964  -0.575  -2.124
C  -3.761  -0.666  -0.827
C  -2.137  -1.841  -2.340
C  -3.904  -0.356  -3.300
C  -1.726  1.361  0.136
O  -2.567  2.233  0.096
N  -1.124  0.987  1.320
C  -0.732  -0.403  1.671
C  -1.248  -0.419  3.116
C  -2.629  0.273  2.952
C  -1.734  1.478  2.579
C  -0.758  0.954  3.655
C  0.709  1.323  3.809
N  1.377  1.738  2.590
C  2.683  2.078  2.629
O  3.323  2.157  3.664
C  3.323  2.347  1.270
O  2.801  1.524  0.248
C  3.209  0.171  0.402
C  2.495  -0.678  -0.627
C  2.914  -0.350  -2.058
C  2.187  -1.265  -3.030
O  2.434  -2.632  -2.744
C  1.996  -2.981  -1.446
C  2.704  -2.168  -0.372
H  0.690  1.881  -0.972
H  0.301  1.320  -2.611
H  -0.611  2.663  -1.903
H  -0.674  -0.217  -0.912
H  -4.288  0.268  -0.636
H  -4.485  -1.479  -0.895
H  -3.114  -0.882  0.026
H  -1.514  -1.739  -3.230
H  -1.494  -2.065  -1.486
H  -2.798  -2.698  -2.478
H  -3.332  -0.268  -4.224
H  -4.601  -1.189  -3.395
H  -4.468  0.565  -3.155
H  -1.233  -1.143  1.046
H  0.348  -0.554  1.602
H  -1.108  -1.342  3.672
H  -3.302  -0.090  2.176
H  -3.151  0.399  3.897
H  -2.082  2.500  2.506
H  -1.225  1.108  4.629
H  0.797  2.133  4.536
H  1.245  0.473  4.246
H  0.899  1.680  1.704
H  3.133  3.382  0.982
H  4.402  2.211  1.390
H  4.298  0.099  0.278
H  2.966  -0.182  1.414
H  1.423  -0.464  -0.531
H  2.700  0.694  -2.292
H  3.993  -0.500  -2.164
H  1.103  -1.073  -2.984
H  2.516  -1.102  -4.055
H  0.908  -2.821  -1.371
H  2.190  -4.046  -1.330
H  3.772  -2.404  -0.389
H  2.320  -2.451  0.614


The relative energies come out as (i) 7.4; (ii) 0.0, with values in kJ/mol.


(i)
Below is a cluster of 8 separate species, H16O8 in total, with properties calculated with ωB97M-V with the def2-TZVPD basis set.

orbital gap: 9.883 eV
LUMO level: 0.04 eV
highest occupied orbital energy: -9.845 eV

Cartesian coordinates (Å):
H  0.342  0.271  0.571
H  -0.716  -0.013  -0.537
H  -2.523  -0.347  2.472
H  -1.171  0.030  3.110
H  2.897  4.788  -1.420
H  2.712  3.372  -1.121
H  -3.281  -1.419  0.569
H  -4.693  -1.951  0.265
H  4.795  1.827  -0.153
H  3.274  1.717  0.069
H  -0.525  -3.305  -1.175
H  0.435  -3.779  -0.177
H  0.424  0.432  -1.943
H  1.183  1.740  -1.232
H  -1.360  -1.117  0.940
H  -1.656  -2.314  0.188
O  -0.580  0.413  0.369
O  -1.792  -0.611  3.071
O  2.794  3.936  -1.869
O  -3.972  -1.889  0.917
O  4.056  1.324  -0.374
O  -0.140  -3.053  -0.313
O  0.736  1.383  -2.000
O  -1.120  -1.495  0.145


(ii)
Below is a structure of composition H16O8, with properties calculated with ωB97M-V with the def2-TZVPD basis set.

orbital gap: 8.716 eV
LUMO level: -0.37 eV
highest occupied orbital energy: -9.081 eV

Cartesian coordinates (Å):
O  -2.474  -0.240  -1.573
H  -1.762  -0.752  -1.190
H  -2.571  0.511  -0.987
O  -0.805  -1.516  -1.347
H  -1.071  -1.642  -2.258
H  -0.843  -2.392  -0.962
O  0.186  -0.139  0.527
H  0.007  -0.609  -0.287
H  0.391  0.754  0.249
O  1.061  1.739  -0.125
H  0.254  2.193  0.117
H  1.757  2.366  0.071
O  -2.283  -1.883  0.775
H  -2.658  -1.010  0.663
H  -1.401  -1.815  0.410
O  2.551  0.283  1.748
H  1.611  0.122  1.665
H  2.612  1.074  2.283
O  1.344  1.360  -2.371
H  1.705  2.232  -2.532
H  1.126  1.359  -1.439
O  0.726  -0.512  2.376
H  0.173  -1.241  2.655
H  0.362  -0.244  1.532


The relative energies come out as (i) 0.0; (ii) 356.1, with values in kJ/mol.


(i)
Below is a cluster of 8 separate species, H16O8 in total, with properties calculated with ωB97M-V with the def2-TZVPD basis set.

orbital gap: 11.922 eV
LUMO level: 0.55 eV
highest occupied orbital energy: -11.367 eV

Cartesian coordinates (Å):
H  1.561  -1.105  -1.079
H  0.185  -1.644  -1.413
H  2.115  0.665  0.159
H  3.127  0.924  -1.020
H  -2.122  -1.071  -2.264
H  -1.805  -0.642  -0.803
H  0.554  -1.913  0.649
H  0.270  -2.592  2.057
H  -2.002  0.350  0.977
H  -1.457  -1.089  1.136
H  0.604  1.209  1.575
H  1.153  -0.212  1.895
H  -0.815  2.000  0.040
H  -1.420  2.793  1.243
H  -0.719  0.950  -1.771
H  0.697  1.437  -1.313
O  1.012  -1.905  -0.955
O  2.240  0.586  -0.844
O  -1.394  -0.766  -1.716
O  0.178  -1.757  1.558
O  -2.193  -0.580  0.727
O  1.455  0.715  1.691
O  -1.063  1.940  1.005
O  -0.224  1.758  -1.475


(ii)
Below is a structure of composition H16O8, with properties calculated with ωB97M-V with the def2-TZVPD basis set.

orbital gap: 8.756 eV
LUMO level: -1.15 eV
highest occupied orbital energy: -9.906 eV

Cartesian coordinates (Å):
O  -3.613  -0.132  10.466
H  -3.608  0.818  10.344
H  -3.713  -0.252  11.410
O  -3.612  2.089  10.562
H  -4.407  2.606  10.689
H  -2.982  2.461  11.180
O  -3.527  0.899  12.748
H  -3.233  1.522  13.413
H  -4.298  1.311  12.357
O  -1.681  0.157  12.510
H  -2.559  0.532  12.443
H  -1.106  0.911  12.635
O  -3.334  -2.227  10.903
H  -3.876  -2.983  11.128
H  -3.601  -1.996  10.013
O  -3.301  2.451  8.300
H  -2.608  3.043  8.592
H  -3.461  1.879  9.051
O  -3.711  -0.404  8.371
H  -3.642  -0.474  9.323
H  -4.429  -0.993  8.138
O  -4.529  -0.808  13.694
H  -4.001  -0.181  13.199
H  -4.519  -1.603  13.162


The relative energies come out as (i) 0.0; (ii) 1018.3, with values in kJ/mol.


(i)
Below is a cluster of 8 separate species, H16O8 in total, with properties calculated with ωB97M-V with the def2-TZVPD basis set.

orbital gap: 10.339 eV
LUMO level: -0.48 eV
highest occupied orbital energy: -10.823 eV

Cartesian coordinates (Å):
O  -7.017  -12.923  -6.291
H  -7.302  -12.381  -7.028
H  -7.759  -13.492  -6.037
O  -8.977  -14.997  -6.599
H  -8.739  -15.133  -7.530
H  -9.677  -15.649  -6.524
O  -8.120  -13.432  -9.049
H  -7.868  -12.674  -9.638
H  -8.998  -13.682  -9.380
O  -12.530  -12.699  -4.808
H  -12.331  -13.572  -4.497
H  -12.231  -12.184  -4.086
O  -11.513  -10.613  -6.341
H  -10.875  -10.896  -5.724
H  -12.032  -11.383  -6.619
O  -11.119  -13.425  -7.100
H  -10.237  -13.647  -6.822
H  -11.674  -13.137  -6.363
O  -15.135  -12.300  -4.975
H  -15.156  -11.664  -4.271
H  -14.208  -12.640  -4.893
O  -10.666  -14.013  -9.579
H  -10.279  -14.895  -9.385
H  -10.879  -13.753  -8.659


(ii)
Below is a cluster of 8 separate species, H16O8 in total, with properties calculated with ωB97M-V with the def2-TZVPD basis set.

orbital gap: 10.519 eV
LUMO level: 0.13 eV
highest occupied orbital energy: -10.390 eV

Cartesian coordinates (Å):
H  -0.242  0.694  -0.109
H  -0.994  1.643  0.810
H  1.565  -0.790  -2.807
H  0.980  -0.762  -1.405
H  3.760  2.609  -0.043
H  4.966  3.529  -0.139
H  -0.865  -2.809  -0.585
H  -2.347  -2.882  -0.253
H  -2.119  0.572  3.074
H  -2.254  0.367  1.574
H  -6.071  1.179  -1.483
H  -4.996  2.062  -0.872
H  0.671  -2.469  0.803
H  0.587  -1.294  1.764
H  4.030  -0.136  -0.748
H  3.990  -1.451  0.012
O  -0.605  1.587  -0.070
O  1.044  -1.317  -2.191
O  4.488  2.964  0.479
O  -1.486  -2.711  0.146
O  -1.655  0.208  2.312
O  -5.936  2.044  -1.081
O  0.046  -1.970  1.341
O  3.443  -0.868  -0.527


(iii)
Below is a cluster of 8 separate species, H16O8 in total, with properties calculated with ωB97M-V with the def2-TZVPD basis set.

orbital gap: 10.232 eV
LUMO level: -0.05 eV
highest occupied orbital energy: -10.280 eV

Cartesian coordinates (Å):
O  27.262  -26.798  13.460
H  26.768  -27.604  13.269
H  28.158  -27.093  13.665
O  29.662  -26.654  18.396
H  30.364  -26.602  19.051
H  29.711  -25.805  17.910
O  25.887  -24.333  12.782
H  25.820  -24.423  11.824
H  26.237  -25.189  13.084
O  28.195  -23.407  19.648
H  28.708  -22.838  19.066
H  27.996  -24.203  19.121
O  30.144  -24.433  16.654
H  29.284  -24.415  16.184
H  30.439  -23.520  16.724
O  27.476  -25.953  18.548
H  26.573  -26.251  18.715
H  28.052  -26.722  18.687
O  27.593  -22.456  14.164
H  27.244  -22.991  13.434
H  27.391  -22.980  14.950
O  27.520  -24.716  16.024
H  27.145  -25.364  15.412
H  27.502  -25.148  16.911


(iv)
Below is a cluster of 8 separate species, H16O8 in total, with properties calculated with ωB97M-V with the def2-TZVPD basis set.

orbital gap: 10.537 eV
LUMO level: -0.36 eV
highest occupied orbital energy: -10.900 eV

Cartesian coordinates (Å):
O  2.652  1.579  0.673
H  2.955  1.046  -0.073
H  2.409  2.429  0.287
O  -2.805  1.031  1.638
H  -2.059  0.979  1.027
H  -2.742  1.909  2.025
O  1.475  -1.885  -2.057
H  1.263  -2.142  -2.959
H  0.646  -1.543  -1.702
O  -0.128  0.254  0.612
H  -0.363  0.209  -0.322
H  0.754  0.655  0.623
O  -2.922  2.284  -1.849
H  -2.401  2.412  -2.647
H  -2.803  1.359  -1.628
O  -1.100  -0.270  -2.424
H  -1.924  -0.624  -2.066
H  -1.217  -0.300  -3.380
O  2.891  -0.629  3.414
H  2.182  -0.722  2.770
H  3.487  -1.360  3.223
O  0.216  -2.479  1.577
H  -0.623  -2.609  2.031
H  0.156  -1.585  1.208


The relative energies come out as (i) 106.9; (ii) 201.1; (iii) 0.0; (iv) 61.6, with values in kJ/mol.


(i)
Below is a cluster of 8 separate species, H16O8 in total, with properties calculated with ωB97M-V with the def2-TZVPD basis set.

orbital gap: 10.830 eV
LUMO level: 0.00 eV
highest occupied orbital energy: -10.828 eV

Cartesian coordinates (Å):
H  0.062  0.673  -0.964
H  0.735  0.790  0.351
H  0.252  -4.585  0.283
H  -0.076  -3.180  -0.043
H  -0.852  1.520  1.196
H  -0.701  3.087  1.299
H  -1.354  -2.573  -2.853
H  -0.012  -2.729  -2.667
H  -2.585  5.037  1.253
H  -2.410  3.549  1.464
H  2.575  -0.953  1.330
H  3.360  -0.676  2.604
H  -3.505  2.332  -0.433
H  -4.920  2.403  -1.005
H  4.139  -1.503  -1.132
H  5.002  -2.419  -0.141
O  0.707  0.222  -0.438
O  -0.023  -3.971  -0.457
O  -0.613  2.216  1.789
O  -0.704  -3.297  -2.853
O  -1.969  4.276  1.042
O  2.683  -0.282  2.040
O  -4.175  2.863  -0.859
O  4.131  -2.123  -0.332


(ii)
Below is a cluster of 8 separate species, H16O8 in total, with properties calculated with ωB97M-V with the def2-TZVPD basis set.

orbital gap: 11.104 eV
LUMO level: 0.22 eV
highest occupied orbital energy: -10.888 eV

Cartesian coordinates (Å):
H  -0.818  -0.264  -0.260
H  -0.377  0.572  0.930
H  2.772  -4.359  -2.331
H  1.864  -3.417  -1.559
H  -3.093  -0.548  -2.165
H  -3.779  -1.590  -1.297
H  2.152  -0.398  -1.261
H  3.421  -1.169  -1.584
H  2.136  1.484  0.138
H  2.966  0.382  0.776
H  -0.594  -0.518  2.390
H  -1.340  0.576  3.137
H  -4.910  1.361  -1.544
H  -3.985  1.601  -2.725
H  1.681  3.303  3.898
H  0.875  2.014  3.878
O  -0.041  0.151  0.131
O  2.730  -3.463  -1.978
O  -3.022  -0.994  -1.313
O  2.501  -1.071  -1.855
O  2.366  1.104  0.993
O  -0.458  0.208  3.009
O  -4.875  1.303  -2.505
O  0.928  2.884  3.466


The relative energies come out as (i) 84.1; (ii) 0.0, with values in kJ/mol.


(i)
Below is a cluster of 8 separate species, H16O8 in total, with properties calculated with ωB97M-V with the def2-TZVPD basis set.

orbital gap: 10.584 eV
LUMO level: 0.06 eV
highest occupied orbital energy: -10.528 eV

Cartesian coordinates (Å):
H  0.308  -0.487  0.548
H  0.708  0.156  -0.770
H  0.815  1.321  -3.711
H  -0.098  2.525  -3.876
H  0.073  0.422  2.585
H  -0.020  1.612  3.527
H  1.578  2.911  -2.056
H  0.860  1.597  -1.800
H  -1.034  2.160  0.888
H  -1.261  1.753  -0.559
H  -2.617  -1.523  -1.291
H  -3.032  -1.935  -2.694
H  2.551  -3.760  -1.028
H  1.450  -4.678  -0.524
H  -0.298  -1.132  5.728
H  0.397  -1.836  4.574
O  0.397  0.370  0.117
O  -0.109  1.562  -3.844
O  0.501  0.820  3.352
O  0.716  2.549  -1.819
O  -1.715  2.123  0.207
O  -2.379  -1.409  -2.218
O  1.634  -3.755  -0.733
O  0.576  -1.365  5.396


(ii)
Below is a cluster of 8 separate species, H16O8 in total, with properties calculated with ωB97M-V with the def2-TZVPD basis set.

orbital gap: 10.874 eV
LUMO level: -0.08 eV
highest occupied orbital energy: -10.950 eV

Cartesian coordinates (Å):
H  -0.056  1.335  -0.644
H  -0.147  0.769  0.842
H  -2.100  2.920  2.732
H  -1.827  1.926  1.736
H  1.475  -1.408  4.351
H  2.797  -2.112  3.997
H  0.549  -4.542  -0.182
H  -0.076  -3.370  -0.852
H  -0.066  -0.753  -3.398
H  1.079  0.022  -3.659
H  -2.137  0.309  2.659
H  -1.709  -0.434  1.506
H  -3.339  1.382  -2.679
H  -1.746  1.050  -2.313
H  3.485  2.138  -1.322
H  4.082  1.552  -0.231
O  -0.044  1.593  0.258
O  -2.543  2.199  2.351
O  1.865  -2.126  3.801
O  0.709  -3.891  -0.979
O  0.260  -0.243  -4.122
O  -1.474  0.345  1.936
O  -2.704  0.697  -2.417
O  3.898  1.327  -1.146


The relative energies come out as (i) 0.0; (ii) 62.9, with values in kJ/mol.